Record 1
C14H28O6 | the ωB97M-V functional and the def2-TZVPD basis

Summary:
- orbital gap (spin up / spin down) (eV) = 6.991 / 3.349
- highest occupied orbital energy (spin up / spin down) (eV) = -12.271 / -12.238
- total energy (Eh) = -1001.29086
- 2S+1 = 2
- LUMO (spin up / spin down) (eV) = -5.280 / -8.890
- total charge = +1
- ⟨S²⟩ = 0.76

Last column: Mulliken spin population.
Geometry (Å):
C (3.835, 2.914, -3.141)  0.00
C (2.521, 3.576, -3.350)  0.00
O (2.429, 4.781, -3.441)  0.00
C (1.281, 2.671, -3.347)  0.00
H (4.262, 2.389, -3.995)  0.00
H (3.648, 2.233, -2.311)  0.00
H (4.515, 3.648, -2.710)  0.00
H (1.452, 1.811, -3.995)  0.00
H (0.359, 3.177, -3.631)  0.00
H (1.155, 2.301, -2.329)  0.00
C (1.246, 0.269, 0.601)  0.10
C (0.716, -0.126, -0.744)  -0.05
O (1.447, -0.364, -1.738)  0.79
C (-0.840, -0.079, -1.037)  0.13
H (1.425, -0.694, 1.080)  0.00
H (0.497, 0.866, 1.122)  0.01
H (2.134, 0.865, 0.390)  0.00
H (-1.001, 0.952, -0.723)  0.01
H (-1.376, -0.768, -0.384)  0.01
H (-1.138, -0.410, -2.032)  0.00
O (-2.005, 0.170, 2.202)  0.00
C (-1.515, 1.050, 2.952)  0.00
O (-1.653, 2.285, 2.876)  0.00
C (-2.548, 2.875, 1.976)  0.00
C (-3.924, 3.416, 2.496)  0.00
C (-0.417, 0.713, 3.964)  0.00
H (-2.672, 2.343, 1.032)  0.00
H (-1.962, 3.753, 1.703)  0.00
H (-4.291, 2.498, 2.956)  0.00
H (-4.645, 3.650, 1.713)  0.00
H (-3.843, 4.277, 3.160)  0.00
H (-0.951, 0.279, 4.810)  0.00
H (0.237, 1.510, 4.318)  0.00
H (0.127, -0.176, 3.647)  0.00
O (0.855, -3.568, 1.577)  0.00
C (-0.089, -3.933, 0.986)  0.00
O (-0.179, -4.074, -0.261)  0.00
C (1.022, -4.009, -1.084)  0.00
C (0.770, -4.249, -2.603)  0.00
C (-1.300, -4.478, 1.770)  0.00
H (1.699, -4.769, -0.693)  0.00
H (1.515, -3.046, -0.951)  0.00
H (0.395, -5.257, -2.783)  0.00
H (1.679, -3.991, -3.147)  0.00
H (-0.021, -3.540, -2.849)  0.00
H (-2.079, -3.718, 1.835)  0.00
H (-1.045, -4.655, 2.815)  0.00
H (-1.725, -5.366, 1.301)  0.00



Record 2
C14H29AsMoN2O4PS | the ωB97M-V functional and the def2-TZVPD basis

Summary:
- orbital gap (spin up / spin down) (eV) = 7.452 / 9.193
- highest occupied orbital energy (spin up / spin down) (eV) = -11.556 / -12.998
- total energy (Eh) = -4004.78992
- 2S+1 = 3
- LUMO (spin up / spin down) (eV) = -4.104 / -3.804
- total charge = +1
- ⟨S²⟩ = 2.06

Last column: Mulliken spin population.
Geometry (Å):
Mo (-0.828, 0.808, -0.871)  2.26
C (3.475, -0.164, -0.663)  0.00
P (2.478, 1.323, -0.782)  0.01
C (3.482, 2.670, -0.150)  0.00
C (2.187, 1.626, -2.525)  0.05
O (1.182, 1.209, 0.026)  -0.02
H (4.522, 0.077, -0.850)  0.00
H (3.135, -0.888, -1.403)  0.00
H (3.377, -0.581, 0.339)  0.00
H (4.451, 2.674, -0.652)  0.00
H (3.632, 2.528, 0.921)  0.00
H (2.983, 3.623, -0.323)  0.00
H (3.127, 1.860, -3.030)  0.01
H (1.498, 2.460, -2.647)  0.00
H (1.761, 0.725, -2.967)  -0.02
C (0.030, 3.968, 1.058)  0.01
As (-1.445, 2.917, 0.375)  -0.11
C (-2.560, 2.717, 1.945)  0.01
C (-2.444, 4.237, -0.633)  0.02
H (-0.356, 4.813, 1.621)  0.00
H (0.623, 4.329, 0.222)  0.00
H (0.649, 3.345, 1.697)  0.00
H (-2.724, 3.697, 2.382)  0.00
H (-2.075, 2.067, 2.669)  0.00
H (-3.513, 2.279, 1.661)  0.00
H (-2.636, 5.108, -0.013)  0.00
H (-3.384, 3.791, -0.948)  0.00
H (-1.880, 4.525, -1.515)  0.00
S (-1.961, 1.207, -2.611)  -0.28
C (-2.855, -3.021, -1.048)  0.00
C (-2.341, -3.324, 0.357)  0.00
C (-0.862, -2.931, 0.655)  -0.01
C (-0.579, -3.103, 2.152)  0.00
C (0.864, -2.777, 2.529)  0.00
C (0.025, -3.864, -0.157)  0.00
O (0.197, -5.014, 0.147)  0.00
N (0.601, -3.340, -1.310)  0.00
C (0.575, -2.027, -1.730)  0.01
O (1.146, -1.661, -2.733)  0.01
N (-0.106, -1.147, -0.906)  0.01
C (-0.681, -1.503, 0.252)  0.04
O (-1.155, -0.529, 0.903)  -0.02
H (-3.876, -3.388, -1.149)  0.00
H (-2.257, -3.513, -1.818)  0.00
H (-2.877, -1.952, -1.259)  0.01
H (-2.405, -4.395, 0.549)  0.00
H (-2.960, -2.818, 1.099)  0.00
H (-0.814, -4.134, 2.414)  0.00
H (-1.263, -2.452, 2.696)  0.00
H (1.567, -3.447, 2.029)  0.00
H (1.009, -2.891, 3.603)  0.00
H (1.118, -1.744, 2.272)  0.00
H (1.141, -3.978, -1.877)  0.00



Record 3
C14H29B2ClIN3O3Si | the ωB97M-V functional and the def2-TZVPD basis

Summary:
- orbital gap (eV) = 9.139
- highest occupied orbital energy (eV) = -9.003
- total energy (Eh) = -2037.99607
- LUMO (eV) = 0.136

Last column: natural (NBO) charge in e.
Geometry (Å):
C (0.814, 3.097, 1.808)  -0.60
C (0.726, 1.588, 1.533)  -0.45
C (1.652, 1.231, 0.374)  -0.68
I (2.508, -0.753, 0.686)  0.06
Si (0.776, 1.195, -1.332)  0.89
C (-0.267, -0.400, -1.440)  -0.83
C (-1.506, -0.310, -2.337)  -0.42
C (-2.834, -0.047, -1.651)  -0.35
Cl (-3.089, -0.985, -0.149)  -0.09
B (2.185, 1.267, -2.756)  0.68
C (1.912, 1.607, -4.272)  -1.03
O (3.519, 0.991, -2.422)  -0.94
B (-0.428, 2.808, -1.539)  0.80
O (-0.110, 3.779, -2.489)  -0.95
O (-1.513, 2.901, -0.726)  -0.72
C (-2.269, 4.122, -0.710)  -0.26
H (0.854, 3.662, 0.880)  0.19
H (-0.050, 3.409, 2.385)  0.22
H (1.726, 3.293, 2.362)  0.21
H (-0.303, 1.306, 1.325)  0.21
H (1.046, 1.065, 2.428)  0.22
H (2.520, 1.877, 0.333)  0.22
H (-0.488, -0.721, -0.426)  0.26
H (0.378, -1.169, -1.855)  0.23
H (-1.607, -1.247, -2.879)  0.22
H (-1.389, 0.451, -3.110)  0.20
H (-3.006, 0.993, -1.409)  0.22
H (-3.626, -0.349, -2.325)  0.21
H (2.625, 1.050, -4.879)  0.24
H (0.906, 1.381, -4.619)  0.22
H (2.141, 2.663, -4.425)  0.25
H (3.901, 1.727, -1.914)  0.51
H (-0.342, 3.457, -3.377)  0.51
H (-1.961, 4.715, 0.143)  0.19
H (-3.313, 3.866, -0.553)  0.19
H (-2.196, 4.680, -1.635)  0.19
C (-2.918, -2.489, 3.652)  -0.73
C (-1.577, -2.056, 4.010)  0.30
N (-0.526, -1.695, 4.291)  -0.35
H (-3.436, -1.709, 3.096)  0.26
H (-2.889, -3.383, 3.032)  0.26
H (-3.502, -2.712, 4.544)  0.26
C (1.199, -3.811, 6.569)  -0.73
C (0.779, -4.542, 7.755)  0.29
N (0.445, -5.119, 8.689)  -0.34
H (2.283, -3.723, 6.530)  0.25
H (0.870, -4.316, 5.664)  0.25
H (0.780, -2.806, 6.558)  0.27
C (1.841, -3.298, -3.648)  -0.73
C (0.612, -3.333, -4.426)  0.29
N (-0.363, -3.353, -5.028)  -0.34
H (1.623, -3.163, -2.590)  0.26
H (2.407, -4.220, -3.759)  0.26
H (2.480, -2.474, -3.965)  0.26



Number 1: F_max 6.27 eV/A. Number 2: F_max 1.42 eV/A. Number 3: F_max 1.06 eV/A.